{
  "formula": "C23H27N3O3",
  "method": "the ωB97M-V functional and the def2-TZVPD basis",
  "species": ["C", "C", "C", "C", "C", "C", "O", "N", "C", "C", "C", "C", "C", "C", "C", "C", "C", "O", "N", "C", "C", "N", "C", "C", "O", "C", "C", "C", "C", "H", "H", "H", "H", "H", "H", "H", "H", "H", "H", "H", "H", "H", "H", "H", "H", "H", "H", "H", "H", "H", "H", "H", "H", "H", "H", "H"],
  "xyz": [[-3.444749, -6.001346, -0.266940], [-2.764014, -4.668923, -0.229345], [-1.400917, -4.564746, -0.487870], [-0.772206, -3.337346, -0.469939], [-1.493319, -2.173666, -0.208360], [-0.737543, -0.896131, -0.207043], [0.453495, -0.833727, 0.027927], [-1.475782, 0.225397, -0.466741], [-0.895870, 1.473836, -0.648750], [-1.541119, 2.633032, -0.443402], [-2.892489, 2.792749, 0.079633], [-3.673405, 3.861180, -0.366718], [-4.962569, 4.038285, 0.095413], [-5.495206, 3.162182, 1.027634], [-4.721442, 2.117214, 1.504038], [-3.433403, 1.931679, 1.037057], [0.460299, 1.455880, -1.309350], [0.632525, 0.891175, -2.368631], [1.396486, 2.193425, -0.678230], [2.714220, 2.419799, -1.228413], [3.838494, 2.323043, -0.193893], [4.367179, 0.980595, -0.075726], [5.653071, 0.948553, 0.597844], [6.194082, -0.481582, 0.565106], [5.316313, -1.380153, 1.195892], [4.049832, -1.338983, 0.573205], [3.455366, 0.065976, 0.592207], [-2.855359, -2.273789, 0.061655], [-3.475944, -3.509172, 0.052265], [-3.636489, -6.289729, -1.300885], [-2.815984, -6.767990, 0.180708], [-4.395601, -5.970595, 0.259169], [-0.830665, -5.457251, -0.700654], [0.286286, -3.250187, -0.662580], [-2.477919, 0.157570, -0.574711], [-1.045896, 3.544384, -0.749215], [-3.261719, 4.545790, -1.094304], [-5.555268, 4.864421, -0.269191], [-6.502815, 3.300690, 1.389929], [-5.122052, 1.444761, 2.248968], [-2.825423, 1.141403, 1.452715], [1.178815, 2.609938, 0.213252], [2.737582, 3.417655, -1.685327], [2.866097, 1.673518, -2.010681], [4.659366, 2.963699, -0.527351], [3.479677, 2.716727, 0.777211], [6.348823, 1.610219, 0.075932], [5.571128, 1.278593, 1.650084], [7.142965, -0.546963, 1.101522], [6.343856, -0.778804, -0.484080], [3.409432, -2.028344, 1.123913], [4.138785, -1.674485, -0.469920], [2.501770, 0.043336, 0.070829], [3.284912, 0.372405, 1.640816], [-3.443186, -1.401410, 0.312658], [-4.532479, -3.573780, 0.270687]],
  "forces_ev_per_a": [[0.0, 0.0, -0.1], [0.0, 0.1, 0.0], [-0.1, 0.1, 0.0], [0.0, 0.2, 0.0], [0.0, -0.4, 0.0], [-0.1, 0.1, 0.2], [0.0, -0.1, 0.0], [-0.3, 0.0, -0.1], [0.0, 0.4, 0.1], [0.5, -0.3, -0.1], [-0.4, 0.0, 0.1], [0.1, -0.1, 0.0], [-0.1, 0.1, 0.0], [-0.1, 0.0, 0.0], [-0.1, 0.0, 0.0], [0.1, 0.1, 0.0], [0.0, 0.4, 0.0], [0.0, -0.2, -0.2], [0.1, 0.2, 0.3], [0.2, 0.2, -0.1], [-0.1, -0.1, -0.2], [0.1, 0.1, 0.1], [0.1, -0.3, 0.0], [0.2, 0.4, 0.0], [0.0, -0.1, 0.2], [-0.4, 0.1, 0.0], [0.1, -0.4, -0.1], [0.2, 0.1, -0.1], [0.0, -0.1, 0.0], [0.0, -0.1, 0.0], [0.0, -0.1, 0.0], [-0.1, -0.1, 0.0], [0.1, -0.1, 0.0], [0.1, 0.0, 0.0], [0.2, -0.1, -0.1], [0.1, 0.0, -0.1], [0.0, 0.1, -0.1], [0.0, 0.1, 0.0], [-0.1, 0.0, 0.0], [0.0, 0.0, 0.1], [0.0, -0.1, 0.0], [-0.1, -0.1, -0.1], [0.0, -0.1, 0.0], [0.0, 0.1, 0.0], [-0.1, 0.0, 0.1], [0.1, 0.0, 0.0], [0.0, 0.0, 0.0], [0.0, 0.0, -0.1], [0.0, 0.0, -0.1], [0.0, 0.0, 0.1], [0.0, 0.0, -0.1], [0.0, 0.0, 0.1], [0.0, 0.0, 0.1], [0.0, 0.0, 0.0], [-0.1, 0.1, 0.0], [-0.1, 0.0, 0.0]],
  "orbital_gap_ev": 8.8,
  "energy_ev": -34902.4753,
  "fmax_ev_per_a": 0.602,
  "multiplicity": 1,
  "lumo_ev": 0.31,
  "smiles": "Cc1ccc(C(=O)N/C(=C\\c2ccccc2)C(=O)NCCN2CCOCC2)cc1",
  "total_charge": 0
}